# 1
Entry from OMol25: C14H24BBrN3O4PS3 in the gas phase (ωB97M-V/def2-TZVPD).

SMILES = CB(O)[C@]1(C[C@@H](C)Br)[C@@](CCO)([PH2]=S)C(=O)N[C@@]1(S)CCSc1nnco1
highest occupied orbital energy = -8.9 eV
E = -5147.9041 a.u.
strongest force on any atom = 1.2 eV/A

CARTESIAN COORDINATES (ANGSTROEM)
C 2.495 1.683 1.391
B 2.190 1.026 -0.014
O 3.127 1.177 -1.006
C 0.857 0.185 -0.428
C 0.182 -0.741 0.611
C 0.032 -0.360 2.089
C -1.230 -0.993 2.670
Br 1.542 -1.050 3.128
C 1.139 -0.687 -1.720
C 2.485 -1.426 -1.861
C 2.998 -2.100 -0.593
O 4.352 -2.503 -0.748
P -0.126 -2.000 -2.173
S -0.449 -2.253 -4.068
C 0.959 0.332 -2.834
O 1.628 0.501 -3.807
N -0.175 1.091 -2.469
C -0.137 1.303 -1.012
S 0.596 3.027 -0.835
C -1.559 1.405 -0.409
C -2.619 0.476 -1.002
S -4.313 1.133 -0.783
C -4.456 0.896 0.938
N -4.951 -0.126 1.552
N -4.855 0.144 2.911
C -4.312 1.308 3.000
O -4.025 1.856 1.809
H 3.139 2.553 1.224
H 1.611 2.038 1.919
H 3.042 1.002 2.047
H 4.013 1.324 -0.657
H 0.661 -1.725 0.603
H -0.839 -0.916 0.270
H -0.021 0.718 2.237
H -1.267 -2.060 2.435
H -1.235 -0.911 3.758
H -2.119 -0.491 2.280
H 2.375 -2.194 -2.638
H 3.241 -0.738 -2.229
H 2.373 -2.963 -0.334
H 2.990 -1.424 0.266
H 4.382 -3.342 -1.217
H 0.419 -3.151 -1.582
H -1.291 -1.795 -1.431
H -0.152 1.977 -2.967
H -0.048 3.414 0.273
H -1.512 1.237 0.669
H -1.912 2.427 -0.554
H -2.646 -0.504 -0.524
H -2.511 0.359 -2.081
H -4.069 1.861 3.894


# 2
Entry from OMol25: C14H24BaBrN5O6 as an isolated structure (ωB97M-V/def2-TZVPD).

highest occupied orbital energy (spin up / spin down) = -7.0 / -7.0 eV
E = -3872.2498 a.u.
strongest force on any atom = 4.5 eV/A

CARTESIAN COORDINATES (ANGSTROEM)
O -0.263 -1.376 -3.049
H -0.006 -0.148 -4.421
Ba -0.787 -1.574 0.560
N -3.121 -0.094 0.264
N -1.310 1.544 -0.231
N 1.743 -2.389 1.473
N 1.770 0.084 0.675
O -3.944 -1.035 0.514
O 1.655 -3.596 1.980
O 1.847 1.441 0.492
O -0.334 2.343 -0.511
C -2.560 2.005 -0.545
C -3.595 1.084 -0.237
C 2.965 -1.823 1.419
C 2.969 -0.442 0.984
C -5.036 1.375 -0.428
H -5.267 1.612 -1.478
H -5.329 2.251 0.172
H -5.631 0.511 -0.113
C -2.852 3.351 -1.110
H -3.466 3.279 -2.020
H -1.923 3.873 -1.355
H -3.418 3.964 -0.392
C 4.225 -2.508 1.825
C 4.255 0.332 0.990
H 3.981 -3.535 2.105
H 4.682 -2.004 2.689
H 4.967 -2.521 1.014
H 4.121 1.337 0.578
H 5.036 -0.180 0.410
H 4.645 0.430 2.015
H 0.149 -3.779 1.965
H 0.942 1.728 0.085
C -0.546 -1.135 -4.415
H -1.628 -1.090 -4.464
H -0.134 -2.025 -4.889
H -0.284 -0.526 -5.544
O -0.878 -3.551 1.781
H 0.377 -2.105 -2.969
H -1.405 -4.318 2.098
Br -2.267 3.907 3.873
C -1.177 2.367 3.841
C -0.029 2.295 4.629
C 0.765 1.158 4.503
C 0.395 0.147 3.611
N -0.722 0.219 2.882
C -1.499 1.308 2.971
H 0.221 3.111 5.298
H 1.677 1.033 5.068
H 1.026 -0.738 3.462
H -2.383 1.354 2.336